DFT (the ωB97M-V functional and the def2-TZVPD basis) results for 11 unconnected molecules or ions with the total composition C17H56N16O11 in a non-equilibrium geometry.

Values from the calculation:
relative energy (zero: lowest compared OMol25 entry of this formula, charge and spin) = 4.1732 eV
maximum force = 7.1 eV/A
SMILES string = NC(N)=O.NC(N)=O.NC(N)=O.NC(N)=O.NC(N)=O.NC(N)=O.NC(N)=O.NC(N)=O.CC(C)O.CC(C)O.CC(C)O
electronic energy = -64906.68135 eV
HOMO level = -8.98 eV

```
! RIJCOSX wB97M-V def2-TZVPD def2/J DEFGRID3
* xyz 0 1
H -0.18 0.09 -5.80
H -1.25 -0.61 3.22
N -1.37 -0.80 5.52
H 3.29 -1.03 -4.30
H -0.21 -2.05 2.93
O -4.75 -1.25 0.92
H 1.32 4.31 3.30
H -5.77 -2.95 0.48
N 2.07 3.76 3.69
C 1.35 -0.06 -4.43
H -0.54 0.67 1.01
H 3.45 0.69 -4.74
H 3.56 1.01 3.85
H 2.79 4.30 4.14
O 1.40 1.94 2.61
O 0.75 0.92 -3.68
H -1.60 3.13 1.03
C 2.23 2.51 3.35
H 1.26 -0.66 -6.51
H 1.72 -0.29 2.77
N 0.63 -4.29 0.25
O -0.15 -2.63 5.22
O -0.16 5.48 2.34
C 3.01 3.46 -3.33
H 1.30 3.19 -1.98
N -1.64 -3.75 -2.64
H -4.60 2.30 3.99
H 5.06 3.74 -2.63
H 4.47 -1.75 0.45
C 3.29 -0.94 1.68
N -0.69 -1.39 3.52
C -4.89 -3.30 2.33
H 3.12 0.17 -3.16
H 2.49 2.84 -4.06
H -2.16 -4.59 -2.43
H -2.31 4.89 0.24
C 1.19 -4.45 -0.94
C -0.89 4.85 1.60
H 1.13 1.79 -3.85
H -5.32 -4.30 2.30
H 2.65 4.05 -1.29
H -4.65 3.31 2.03
C 4.51 3.03 -3.25
H -0.66 -3.78 -2.40
H 2.24 -5.93 -0.12
H 4.94 2.95 -4.25
H 0.68 -1.96 -1.65
H -5.59 -2.81 3.00
C -3.41 1.74 2.52
N 3.23 1.95 4.02
C -3.64 -3.19 0.21
H 2.86 -2.49 0.48
H -1.24 -1.02 6.49
H 4.61 2.18 -2.57
N -3.96 2.63 1.76
C -0.76 -1.63 4.79
H 1.21 -1.26 1.46
H 0.73 -4.79 1.12
H -1.65 0.05 5.05
O -2.64 0.94 2.14
O -3.49 -2.75 -3.46
N -3.88 1.64 3.75
O 4.16 -0.35 2.33
H 1.29 1.06 -6.29
N -0.77 3.60 1.35
C 0.91 0.14 -5.86
O 0.97 -3.75 -1.91
H -3.92 -1.07 1.37
N 3.48 -1.71 0.65
C -4.85 -2.62 0.96
N 2.15 -5.32 -0.92
C 2.84 -0.03 -4.20
H 2.35 5.37 -3.15
H -3.96 -3.42 2.90
O -0.29 -1.69 0.65
H -3.59 -4.28 0.31
H -1.87 -1.22 -4.49
N 1.98 -0.88 1.99
H 3.76 2.55 4.64
H 0.65 -0.20 -1.90
C -2.29 -2.81 -3.34
H -3.56 0.92 4.39
H -2.04 6.38 1.20
H 0.06 -3.46 0.24
H 2.70 2.29 -1.56
H 0.90 -0.90 -3.90
N 0.43 -1.02 -1.36
H -0.03 3.05 1.76
H -3.69 -3.12 -0.88
H -2.68 -2.84 0.59
N -1.55 -1.90 -3.82
H -0.57 -2.14 -3.70
H 2.59 -5.52 -1.81
H -3.38 2.78 0.94
H 0.11 1.17 -0.50
C -0.07 -0.80 -0.18
C 2.39 3.24 -1.98
O 2.98 4.85 -3.65
N -1.85 5.41 0.98
N -0.26 0.42 0.07
*
```

=====

DFT (the ωB97M-V functional and the def2-TZVPD basis) results for 11 unconnected molecules or ions with the total composition C17H57NO11 in a non-equilibrium geometry.

Values from the calculation:
maximum force = 1.1 eV/A
SMILES string = CC[C@@H](C)[C@@H](CN)OC.CO.CO.CO.CO.CO.CO.CO.CO.CO.CO
electronic energy = -42560.90923 eV
HOMO level = -9.13 eV

```
! RIJCOSX wB97M-V def2-TZVPD def2/J DEFGRID3
* xyz 0 1
H -4.65 3.82 -2.62
H -1.73 -2.52 6.56
H 5.11 1.76 -3.72
H 3.44 1.20 -3.47
O -0.23 -3.71 7.26
H -0.36 5.34 -1.56
C -1.49 0.46 -0.99
C -1.97 -0.94 -1.47
O -1.28 5.23 -1.82
H 2.79 3.83 -2.19
N -2.80 -1.65 -0.46
H 0.26 1.61 -0.64
H 0.82 -2.15 4.89
H -0.03 -4.25 8.03
H -1.94 6.63 -0.41
H -5.61 0.10 -3.46
H 2.92 0.75 4.24
H 3.75 -3.99 3.01
H 1.95 -3.44 5.37
H 5.48 -5.94 4.10
H -5.33 -0.56 -1.24
C -4.33 3.05 -3.33
H -2.61 -0.79 -2.33
H 1.53 0.81 -2.63
C 1.70 4.16 -3.78
H -2.55 2.65 -0.25
H 0.89 -3.40 -2.92
H 2.69 -0.99 0.43
H 0.40 -3.85 4.61
O 2.00 4.36 -2.40
C 4.49 -5.54 3.91
C 4.09 2.07 -3.46
H 0.36 -4.95 -2.24
H -2.28 -3.90 7.53
O -3.33 3.57 -4.20
H 2.50 -2.45 3.33
O 1.79 -3.10 3.31
H -7.33 0.29 -3.07
H -2.58 3.85 -3.66
H -3.84 1.46 0.15
H -1.91 1.19 -1.67
C 1.21 -3.13 4.62
H 0.50 -1.46 -0.46
H 4.37 2.08 -1.53
H 2.10 -4.58 -2.38
O 4.64 -4.33 3.18
C 2.81 0.66 3.16
H 2.67 -0.33 -1.18
H 1.50 3.10 -3.97
C -2.09 5.58 -0.70
C 0.48 0.58 -2.49
H -1.85 4.93 0.14
H 1.28 -4.20 -0.23
H -3.13 5.45 -0.98
C 2.23 -0.23 -0.19
O 4.01 0.16 2.57
H 3.99 -5.37 4.86
H 2.53 4.50 -4.40
H 3.74 2.78 -4.20
H -3.94 2.19 -2.78
C -6.43 -0.27 -2.84
H 0.22 -0.36 -2.99
H -2.20 -2.28 0.06
H 2.54 1.63 2.73
C 0.73 -0.44 -0.19
H -1.54 -2.49 8.33
H -2.85 2.18 1.41
O -6.13 -0.07 -1.46
H 0.81 4.74 -4.02
H -1.14 -1.57 -1.79
C -2.83 1.81 0.39
H -3.43 -2.25 -0.99
H 3.92 -6.28 3.33
O 1.08 -3.53 -0.89
O -1.93 0.73 0.33
O 4.06 2.72 -2.19
H 2.50 0.73 0.25
C 1.11 -4.16 -2.17
H -6.61 -1.33 -3.05
H 4.71 0.80 2.76
H -5.18 2.75 -3.93
C -1.52 -3.13 7.44
H 0.38 -0.31 0.83
C 0.04 0.61 -1.03
H 2.01 -0.05 2.95
H -0.08 1.35 -3.02
*
```

=====

DFT (the ωB97M-V functional and the def2-TZVPD basis) results for 12 unconnected molecules or ions with the total composition C17H58N6O12 in a non-equilibrium geometry.

Values from the calculation:
relative energy (zero: lowest compared OMol25 entry of this formula, charge and spin) = 1.0693 eV
maximum force = 8.1 eV/A
SMILES string = NC(N)=O.NC(N)=O.NC(N)=O.CCO.CCO.CCO.CCO.CCO.CO.CO.CO.CO
electronic energy = -52075.98123 eV
HOMO level = -9.20 eV

```
! RIJCOSX wB97M-V def2-TZVPD def2/J DEFGRID3
* xyz 0 1
H 0.71 -2.34 -4.33
C 0.58 -1.91 2.44
H 5.52 1.63 4.17
O 5.37 0.97 3.48
H -4.14 1.70 -0.96
H 3.12 -0.70 0.09
H 2.66 3.90 0.96
H 3.87 2.25 3.20
N -0.80 3.25 3.32
H -1.06 2.49 4.05
H 3.80 -2.85 0.82
C -5.42 -2.17 0.39
O 0.88 -1.50 -4.83
H 1.83 -3.43 1.50
H 0.35 0.66 0.28
H -0.52 4.17 3.58
O 0.01 1.38 2.03
H 0.53 -1.50 3.52
C -3.54 -0.52 3.06
C 3.48 0.32 2.44
H -3.07 -2.51 3.70
H 1.05 1.27 -5.17
H 0.85 -1.16 1.71
H -1.30 3.39 -4.14
H -1.11 0.48 -1.37
C 2.61 2.60 -0.94
C 0.89 -0.37 -3.87
H 3.16 -0.16 3.36
H 2.64 0.65 -4.68
C -2.04 -2.85 -4.71
H 2.64 0.61 1.79
O -0.65 -2.38 1.93
H -1.18 -0.83 -0.08
O 0.58 0.20 -0.50
H -4.27 1.12 0.65
H 0.12 4.71 1.51
H -3.28 0.26 -0.45
C -1.97 3.05 -3.35
H -4.09 -3.25 1.47
C -0.62 -0.37 -0.89
H 2.97 4.74 -0.69
O 1.21 2.77 -1.01
C 3.12 3.80 -0.10
N -4.16 -2.50 0.74
H -2.30 2.05 -3.63
N -2.57 -0.50 2.18
H 5.11 -1.91 0.37
H 2.53 -2.43 2.92
H -0.18 -0.03 -3.60
H 2.81 1.66 -0.42
H 3.15 2.49 -1.86
O -1.28 3.07 -2.09
H 0.76 3.37 0.59
C 4.29 -2.46 -0.04
H -2.29 0.35 1.66
H -2.69 2.64 0.97
H -4.41 -1.52 4.41
H -2.78 3.69 -3.36
H 4.72 1.97 1.76
H -0.94 -3.03 2.56
H 3.81 -0.78 -1.40
N -6.19 -3.20 0.07
C 1.68 -2.97 2.47
H -6.05 -4.04 0.72
H -0.28 -1.14 -1.62
H 1.43 -3.88 3.04
C 4.38 1.46 2.68
H 1.52 1.42 -3.60
C 1.63 0.77 -4.46
N 0.18 3.64 1.41
H -1.79 -1.18 2.15
H -2.08 -3.97 -4.62
C -3.55 1.24 -0.12
H 4.19 3.67 0.16
H -1.83 2.72 -1.39
H -3.03 -2.35 -4.95
H -1.31 -2.57 -5.48
H 2.42 -1.69 -1.10
H -7.15 -3.05 -0.09
O 4.60 -3.48 -0.96
N -3.62 -1.62 3.77
H -3.73 -1.58 1.02
O -5.80 -0.95 -0.08
O -4.38 0.49 3.21
H 5.35 -3.89 -0.54
H -1.14 -3.24 -2.98
O -1.47 -2.46 -3.45
C -0.19 2.70 2.26
H 1.43 -0.64 -2.96
H 4.01 -0.40 1.82
C 3.38 -1.41 -0.65
O -2.40 1.96 0.35
H 0.74 1.95 -1.19
*
```

=====

| no. | lowest unoccupied orbital energy (eV) | gap between HOMO and LUMO (Eh) |
| --- | --- | --- |
| 1 | 0.08 | 0.333 |
| 2 | 0.47 | 0.353 |
| 3 | -0.09 | 0.335 |